No. 1
Molecular formula: C3H9NS2
Method: DFT, the ωB97M-V functional and the def2-TZVPD basis

Positions of all 15 atoms, in Å:
C  2.0615  -1.5701  2.4640
N  0.6592  -1.4776  2.1460
C  0.1816  -0.2402  1.5963
C  -0.2085  -0.4199  0.1201
S  -0.5232  1.1916  -0.6322
S  -0.8397  0.7143  -2.5889
H  2.6357  -1.3290  1.5772
H  2.3047  -2.5288  2.9012
H  2.3963  -0.8307  3.2125
H  0.0265  -1.8888  2.8114
H  -0.6864  0.0749  2.1686
H  0.9153  0.5720  1.6392
H  -1.1110  -1.0282  0.0739
H  0.5730  -0.9843  -0.3988
H  -2.1489  0.4342  -2.5322

Forces on atoms 1 to 3 (eV/Å):
-0.084 0.889 0.641
-0.018 -0.538 -0.122
-0.223 0.197 -0.462

Calculated values
ΔE to the lowest compared entry with this formula, charge and spin	11.9	kcal per mole
2S+1	1
net charge	0
electronic energy	-970.812712	Eh
HOMO-LUMO gap	9.3	eV
E_HOMO	-8.63	eV


No. 2
Molecular formula: C39H38N2O5V
Method: DFT, the ωB97M-V functional and the def2-TZVPD basis

Positions of all 85 atoms, in Å:
V  -0.4846  -1.5378  -0.5397
C  -1.3978  -5.4679  -2.1047
C  -0.8553  -4.0868  -2.2096
O  -1.0930  -3.2482  -1.2843
N  -0.1656  -3.7158  -3.2684
C  0.4289  -2.3815  -3.4238
C  1.6371  -2.2174  -2.5376
C  2.9148  -2.3328  -3.0361
C  3.9939  -2.2703  -2.1650
C  3.7590  -2.1057  -0.8126
C  2.4586  -1.9673  -0.3759
N  1.4119  -2.0163  -1.2208
H  -1.6481  -5.6838  -1.0709
H  -0.6831  -6.2009  -2.4768
H  -2.3058  -5.5355  -2.7082
H  0.0121  -4.4094  -3.9812
H  -0.3333  -1.6246  -3.2283
H  0.7144  -2.2656  -4.4659
H  3.0645  -2.4691  -4.0986
H  5.0043  -2.3575  -2.5422
H  4.5672  -2.0690  -0.0964
H  2.2168  -1.8167  0.6668
C  0.4310  4.1018  2.4409
C  1.0821  2.7597  2.2406
C  2.4128  2.5938  2.9287
O  1.2204  2.5535  0.8167
C  0.7385  1.2828  0.4967
C  -0.3320  1.0448  1.5713
O  0.2190  1.7026  2.6831
C  -0.7401  -0.4356  1.9234
O  0.0892  -1.3397  1.1026
C  -0.4985  -0.8260  3.3627
C  -1.5313  -1.1535  4.2259
C  -1.2544  -1.5398  5.5344
C  0.0545  -1.6163  5.9729
C  1.0967  -1.3070  5.1033
C  0.8203  -0.9101  3.8097
C  -2.1854  -0.6712  1.4782
C  -3.1808  0.2858  1.6781
C  -4.4748  0.0397  1.2581
C  -4.8083  -1.1519  0.6111
C  -3.8449  -2.1192  0.4334
C  -2.5386  -1.8861  0.8843
C  0.2273  1.3323  -0.9555
O  -0.4425  -0.0152  -1.1200
C  -0.8340  2.3785  -1.1999
C  -2.1935  2.0934  -1.1287
C  -3.1321  3.0990  -1.3194
C  -2.7160  4.3971  -1.5718
C  -1.3596  4.6843  -1.6435
C  -0.4207  3.6806  -1.4658
C  1.3146  1.3322  -2.0027
C  2.6610  1.4410  -1.6832
C  3.6163  1.4477  -2.6970
C  3.2316  1.3340  -4.0230
C  1.8809  1.2264  -4.3476
C  0.9302  1.2331  -3.3425
H  1.0510  4.8875  2.0096
H  0.3058  4.3013  3.5046
H  -0.5449  4.1172  1.9549
H  3.0814  3.4114  2.6611
H  2.8741  1.6477  2.6407
H  2.2733  2.5945  4.0092
H  1.5217  0.5177  0.5733
H  -1.2346  1.5649  1.2468
H  -2.5640  -1.1080  3.9028
H  -2.0681  -1.7854  6.2032
H  0.2689  -1.9199  6.9888
H  2.1227  -1.3688  5.4415
H  1.6357  -0.6596  3.1423
H  -2.9511  1.2173  2.1788
H  -5.2399  0.7849  1.4343
H  -5.8241  -1.3247  0.2828
H  -4.0976  -3.0703  -0.0158
H  -1.8593  -2.7329  0.9542
H  -2.5405  1.0866  -0.9354
H  -4.1881  2.8668  -1.2752
H  -3.4448  5.1825  -1.7207
H  -1.0299  5.6948  -1.8448
H  0.6345  3.9146  -1.5249
H  2.9749  1.5765  -0.6566
H  4.6616  1.5690  -2.4431
H  3.9771  1.3599  -4.8073
H  1.5726  1.1764  -5.3842
H  -0.1244  1.2055  -3.5959

Forces on atoms 1 to 3 (eV/Å):
-0.052 -1.199 0.836
0.029 -0.041 -0.106
-0.101 0.431 0.328

Calculated values
ΔE to the lowest compared entry with this formula, charge and spin	2.6	kcal per mole
2S+1	2
net charge	+2
electronic energy	-2938.247560	Eh
HOMO-LUMO gap (spin up / spin down)	6.4 / 6.9	eV
E_HOMO (spin up / spin down)	-13.58 / -13.58	eV


No. 3
Molecular formula: C5H6N2O4STi
Method: DFT, the ωB97M-V functional and the def2-TZVPD basis

Positions of all 19 atoms, in Å:
Ti  -0.1369  -0.0232  -0.8696
O  0.0187  2.9491  -2.0581
C  -0.0416  1.8693  -1.6304
C  -0.0107  -1.8763  -1.7197
O  0.0703  -2.9340  -2.1927
C  1.8993  -0.0072  -1.3758
O  3.0136  0.0069  -1.7100
C  -1.9200  0.0119  -1.8794
O  -2.9366  0.0359  -2.4420
H  0.1601  0.4626  -3.7976
H  0.1822  -0.3021  -3.8586
N  0.0988  -1.1532  3.2509
C  -0.2868  -0.0502  2.6016
N  0.0768  1.1364  3.0905
S  -1.3109  -0.1558  1.2283
H  0.7757  -1.1199  4.0146
H  -0.1754  -2.0500  2.8782
H  -0.2181  1.9776  2.6094
H  0.7415  1.2224  3.8603

Forces on atoms 1 to 3 (eV/Å):
-0.861 -0.201 3.782
-0.358 -5.619 2.200
0.513 8.181 -2.828

Calculated values
ΔE to the lowest compared entry with this formula, charge and spin	9.7	kcal per mole
2S+1	2
net charge	+3
electronic energy	-1851.012721	Eh
HOMO-LUMO gap (spin up / spin down)	6.8 / 6.7	eV
E_HOMO (spin up / spin down)	-22.22 / -22.25	eV


No. 4
Molecular formula: C4H7O3
Method: DFT, the ωB97M-V functional and the def2-TZVPD basis

Positions of all 14 atoms, in Å:
O  -0.3828  2.1303  2.5340
C  0.3219  1.5220  1.7092
O  1.5557  1.4239  1.5696
C  -0.5673  0.9479  0.4923
C  0.2744  -0.0060  -0.3715
C  -0.3988  -1.2346  -1.0343
O  0.5301  -2.1776  -1.6169
H  -1.4541  0.4258  0.8998
H  -1.0195  1.7728  -0.0778
H  0.6826  0.5568  -1.2270
H  1.1775  -0.3685  0.1734
H  -0.9110  -1.7822  -0.2347
H  -1.0403  -0.9150  -1.8561
H  1.2316  -2.2954  -0.9599

Forces on atoms 1 to 3 (eV/Å):
0.323 -0.075 0.660
-1.056 0.742 -1.583
-0.065 -0.194 0.535

Calculated values
ΔE to the lowest compared entry with this formula, charge and spin	16.6	kcal per mole
2S+1	1
net charge	-1
electronic energy	-382.382264	Eh
HOMO-LUMO gap	7.6	eV
E_HOMO	-3.97	eV


No. 5
Molecular formula: H50MnO25
Method: DFT, the ωB97M-V functional and the def2-TZVPD basis

Positions of all 76 atoms, in Å:
Mn  -0.2953  0.3478  0.0717
O  0.7783  -2.2439  4.0032
H  -0.1125  -1.9066  4.0979
H  0.9098  -2.3123  3.0575
O  2.2994  4.2294  -0.3131
H  3.0430  3.8396  -0.7729
H  2.6317  4.4175  0.5646
O  -2.8573  3.8394  0.6981
H  -2.6070  3.9863  1.6102
H  -3.7949  4.0305  0.6728
O  0.7254  2.0877  -4.0743
H  0.6935  1.8415  -4.9988
H  0.6160  3.0386  -4.0753
O  -2.5676  -3.0802  1.0113
H  -3.4962  -2.9647  1.2130
H  -2.4565  -4.0272  0.9265
O  3.4427  -2.4557  -0.4209
H  2.9083  -3.2255  -0.2257
H  4.3449  -2.7723  -0.3759
O  -0.8525  -4.6003  -2.4827
H  -1.5579  -5.2075  -2.7060
H  -1.2266  -3.7321  -2.6329
O  1.6453  -0.4889  -0.4207
H  2.2090  -0.0819  -1.0786
H  2.2002  -1.1481  -0.0039
O  2.7802  1.3629  -2.0544
H  3.5232  1.9464  -1.9003
H  2.3981  1.6726  -2.8756
O  -1.5180  -1.7883  -3.0298
H  -2.3499  -2.2069  -3.2508
H  -1.4785  -1.0184  -3.5973
O  2.6320  0.8243  2.7642
H  3.2417  1.4711  3.1193
H  3.1628  0.0375  2.6392
O  -2.2364  1.3067  0.4864
H  -2.3629  2.2540  0.5410
H  -3.1017  0.9384  0.6648
O  -0.0804  0.0072  2.0932
H  -0.7638  -0.1058  2.7538
H  0.7298  0.0850  2.5970
O  3.9881  -1.4726  2.5886
H  4.6667  -2.0778  2.8878
H  4.0877  -1.4517  1.6369
O  -1.3944  -0.2506  4.4330
H  -1.2580  0.1232  5.3036
H  -2.2324  -0.7088  4.4972
O  1.2803  -4.1243  -0.9205
H  1.6080  -5.0174  -0.8145
H  0.5720  -4.2029  -1.5596
O  -2.6704  1.4462  -3.1691
H  -3.0622  1.2085  -4.0095
H  -3.1636  2.2151  -2.8832
O  2.3636  -2.4484  -3.3859
H  2.1138  -2.5230  -2.4649
H  3.0599  -1.7917  -3.3933
O  0.9141  -2.9372  1.4509
H  1.0616  -3.4183  0.6366
H  -0.0384  -2.8830  1.5284
O  -0.2087  3.1478  2.9078
H  -1.1117  3.4203  3.0708
H  0.1752  3.0552  3.7798
O  -0.4339  1.1297  -1.8403
H  -1.2564  1.2842  -2.3050
H  0.2460  1.3098  -2.4895
O  0.3478  2.3703  0.5649
H  1.1123  2.8612  0.2638
H  0.0725  2.8208  1.3633
O  -1.0952  -1.4916  -0.5199
H  -1.7562  -2.0618  -0.1273
H  -1.1713  -1.6486  -1.4611
O  -4.6380  0.2359  0.4803
H  -5.2728  -0.2704  0.9872
H  -5.1588  0.6596  -0.2020
O  -0.9419  5.2302  -0.7423
H  -0.3382  5.3437  -0.0083
H  -1.6668  4.7205  -0.3803

Forces on atoms 1 to 3 (eV/Å):
0.461 0.382 0.323
-0.054 0.167 0.659
-0.116 0.134 0.260

Calculated values
2S+1	6
net charge	+2
electronic energy	-3061.646211	Eh
HOMO-LUMO gap (spin up / spin down)	8.4 / 9.3	eV
E_HOMO (spin up / spin down)	-13.44 / -14.31	eV


No. 6
Molecular formula: C6H7I
Method: DFT, the ωB97M-V functional and the def2-TZVPD basis

Positions of all 14 atoms, in Å:
C  -2.2497  1.8648  0.3301
C  -1.5741  0.8360  0.0378
C  -0.8953  -0.2688  -0.3893
C  0.5109  -0.4238  -0.1603
C  1.1663  -1.7589  0.2194
C  1.3398  0.6495  -0.2465
I  3.3897  0.5162  -0.2540
H  -2.8839  1.8583  1.1861
H  -2.3634  2.6475  -0.3638
H  -1.4616  -1.1561  -0.8249
H  0.4348  -2.6707  0.1740
H  1.5137  -1.7618  1.2322
H  2.1098  -1.9200  -0.3769
H  0.9630  1.5880  -0.5639

Forces on atoms 1 to 3 (eV/Å):
-1.237 0.646 0.634
2.541 -4.549 -2.049
-3.010 1.110 0.914

Calculated values
ΔE to the lowest compared entry with this formula, charge and spin	34.5	kcal per mole
2S+1	1
net charge	0
electronic energy	-530.410878	Eh
HOMO-LUMO gap	8.9	eV
E_HOMO	-8.27	eV


No. 7
Molecular formula: C3H6NOP
Method: DFT, the ωB97M-V functional and the def2-TZVPD basis

Positions of all 12 atoms, in Å:
C  -1.6849  -0.2660  -0.9721
C  -1.2878  -0.3400  0.3291
C  -0.3361  0.6175  0.7106
N  1.4879  -0.1074  0.5087
O  3.7195  -0.4879  -0.4466
P  2.7068  0.5633  -0.3112
H  -2.4371  -0.8135  -1.6189
H  -1.2906  0.4193  -1.5693
H  -1.7557  -0.9776  1.0305
H  -0.3261  0.9615  1.7526
H  -0.2869  1.5749  0.0646
H  1.4911  -1.1443  0.5221

Forces on atoms 1 to 3 (eV/Å):
-2.370 -3.328 2.050
-1.905 -0.550 -3.484
4.644 2.773 0.241

Calculated values
ΔE to the lowest compared entry with this formula, charge and spin	42.8	kcal per mole
2S+1	1
net charge	0
electronic energy	-589.177931	Eh
HOMO-LUMO gap	8.9	eV
E_HOMO	-9.25	eV


No. 8
Molecular formula: C3H4O2Yb
Method: DFT, the ωB97M-V functional and the def2-TZVPD basis

Positions of all 10 atoms, in Å:
C  0.0867  -1.6627  0.5426
C  0.4301  -0.8547  -0.4620
O  -0.4386  0.2855  -0.7113
C  -0.0247  1.2373  -1.5034
O  -0.5468  2.3516  -1.0224
H  0.7878  -2.5071  0.6074
H  1.0520  -1.0432  -1.3434
H  -0.8197  2.9157  -1.7546
Yb  -0.9932  -1.0044  2.6498
H  0.4665  0.2820  2.9974

Forces on atoms 1 to 3 (eV/Å):
0.484 0.405 0.091
-1.643 -0.889 -0.745
0.869 -0.045 1.373

Calculated values
ΔE to the lowest compared entry with this formula, charge and spin	97.1	kcal per mole
2S+1	1
net charge	0
electronic energy	-1425.635924	Eh
HOMO-LUMO gap	6.8	eV
E_HOMO	-7.84	eV


Q: The lowest electronic energy belongs to which entry?
A: H50MnO25


Q: Which of these has the lowest electronic energy?
A: H50MnO25